P) C3H11N3S | ωB97M-V/def2-TZVPD

The spin multiplicity is 1. As for the net charge: +2. The calculation puts the lowest unoccupied orbital energy at -7.85 eV. The molecular weight is 121.2 g mol⁻¹. The HOMO energy comes out at -16.02 eV.

CARTESIAN COORDINATES (ANGSTROEM)
C 8.31722 0.85334 0.04676
C -4.53559 -0.15862 0.40775
C -3.43181 -1.14489 -1.45958
N 7.53484 1.68403 0.66229
N -1.07313 0.01107 0.47973
N -4.12392 -1.28161 -0.43094
S 9.05011 -0.16956 -0.84329
H -4.49365 -0.40580 1.44585
H -3.76971 0.55127 0.13703
H -5.55851 0.26420 0.12933
H -3.24455 -1.92195 -2.10487
H -4.38657 -2.16407 0.09301
H -3.03922 -0.16204 -1.79015
H 7.17864 1.65991 1.61865
H 7.55897 2.64851 0.18618
H -0.49964 0.88007 0.54698
H -0.70536 -0.64423 1.15424
H -0.77811 -0.49965 -0.27896

How is the electron density shared among the atoms? According to Mulliken, the charges in e are: number 1, C, carries 0.62; number 2, C, carries -0.75; number 3, C, carries -0.24; number 4, N, carries -0.32; number 5, N, carries -0.68; number 6, N, carries 0.01; number 7, S, carries 0.05; number 8, H, carries 0.33; number 9, H, carries 0.32; number 10, H, carries 0.30; number 11, H, carries 0.32; number 12, H, carries 0.35; number 13, H, carries 0.31; number 14, H, carries 0.31; number 15, H, carries 0.34; number 16, H, carries 0.25; number 17, H, carries 0.24; number 18, H, carries 0.23


Q) C3H11N3S | ωB97M-V/def2-TZVPD

The spin multiplicity is 1. As for the net charge: +2. The calculation puts the lowest unoccupied orbital energy (spin up / spin down) at -11.78 / -11.86 eV. The molecular weight is 121.2 g mol⁻¹. The HOMO energy (spin up / spin down) comes out at -18.22 / -18.23 eV.

CARTESIAN COORDINATES (ANGSTROEM)
C -2.19049 0.79891 0.37138
C -1.08283 -1.06784 -0.02665
C 3.47998 -0.14017 0.16268
N -1.65212 -0.33445 1.05387
N -1.01821 1.25202 -0.36075
N -0.26247 0.10204 -0.74349
S 1.85366 0.28636 0.64174
H -2.83259 0.35861 -0.44853
H -2.71062 1.62515 0.98997
H -0.25660 -1.71579 0.29743
H -1.86106 -1.61592 -0.69279
H 4.09947 0.29948 0.91745
H 3.82821 0.15970 -0.90677
H 3.58136 -1.20427 0.09825
H -2.26390 -0.62875 1.81011
H -1.14251 2.06067 -1.00436
H -0.26870 1.76340 0.33296
H -0.18921 -0.14096 -1.81915

How is the electron density shared among the atoms? According to Mulliken, the charges in e are: number 1, C, carries -0.52; number 2, C, carries -0.39; number 3, C, carries -0.74; number 4, N, carries -0.26; number 5, N, carries -0.08; number 6, N, carries -0.46; number 7, S, carries 0.45; number 8, H, carries 0.38; number 9, H, carries 0.39; number 10, H, carries 0.36; number 11, H, carries 0.35; number 12, H, carries 0.37; number 13, H, carries 0.37; number 14, H, carries 0.36; number 15, H, carries 0.29; number 16, H, carries 0.39; number 17, H, carries 0.38; number 18, H, carries 0.37


Of them, the most stable is P) and the least stable is Q).


P) CH5NOS | ωB97M-V/def2-TZVPD

The spin multiplicity is 1. The calculation puts the lowest unoccupied orbital energy (spin up / spin down) at -2.47 / -2.46 eV. The molecular weight is 79.1 g mol⁻¹. The HOMO energy (spin up / spin down) comes out at -8.57 / -8.69 eV.

CARTESIAN COORDINATES (ANGSTROEM)
C -1.39856 0.46966 0.19609
N 1.63707 -0.25203 -0.24529
O -1.49011 -0.79290 -0.30921
S 1.05839 -1.65264 -0.97924
H -0.81328 0.36237 1.09473
H -2.42193 0.80849 0.62273
H -0.95117 1.21158 -0.49510
H 2.00134 -0.45157 0.71328
H 2.37824 0.29704 -0.59798

How is the electron density shared among the atoms? According to Mulliken, the charges in e are: number 1, C, carries -0.45; number 2, N, carries -0.46; number 3, O, carries -0.49; number 4, S, carries 0.12; number 5, H, carries 0.21; number 6, H, carries 0.27; number 7, H, carries 0.22; number 8, H, carries 0.28; number 9, H, carries 0.29


Q) CH5NOS | ωB97M-V/def2-TZVPD

The spin multiplicity is 1. The calculation puts the lowest unoccupied orbital energy at 0.79 eV. The molecular weight is 79.1 g mol⁻¹. The HOMO energy comes out at -9.68 eV.

CARTESIAN COORDINATES (ANGSTROEM)
S -2.62690 2.11655 1.19823
H -1.26985 2.12534 1.22812
H -2.81677 0.80386 1.45366
C 1.41474 -0.48453 -0.14410
N 0.89920 -1.20097 -1.17313
O 1.21767 -0.76287 1.00609
H 2.04544 0.34856 -0.47580
H 0.19298 -1.89611 -0.93984
H 0.94350 -1.04983 -2.15323

How is the electron density shared among the atoms? According to Mulliken, the charges in e are: number 1, S, carries -0.31; number 2, H, carries 0.15; number 3, H, carries 0.15; number 4, C, carries 0.12; number 5, N, carries -0.34; number 6, O, carries -0.54; number 7, H, carries 0.33; number 8, H, carries 0.23; number 9, H, carries 0.20


R) CH5NOS | ωB97M-V/def2-TZVPD

The spin multiplicity is 1. The calculation puts the lowest unoccupied orbital energy at 0.71 eV. The molecular weight is 79.1 g mol⁻¹. The HOMO energy comes out at -9.64 eV.

CARTESIAN COORDINATES (ANGSTROEM)
S -3.41083 1.80499 0.12454
H -4.53385 1.07242 -0.28178
H -2.78356 0.61835 0.23300
C 2.11566 -0.09520 -0.04465
N 1.37433 -1.28576 0.11095
O 1.64200 1.04161 -0.33945
H 3.17700 -0.01931 0.03418
H 0.57476 -1.17311 -0.51683
H 1.84449 -1.96398 0.68003

How is the electron density shared among the atoms? According to Mulliken, the charges in e are: number 1, S, carries -0.28; number 2, H, carries 0.15; number 3, H, carries 0.13; number 4, C, carries 0.09; number 5, N, carries -0.41; number 6, O, carries -0.54; number 7, H, carries 0.35; number 8, H, carries 0.26; number 9, H, carries 0.24


Of them, the most stable is Q) and the least stable is P).


P) C3H7N3S | ωB97M-V/def2-TZVPD

The spin multiplicity is 1. The calculation puts the lowest unoccupied orbital energy at 0.02 eV. The molecular weight is 117.2 g mol⁻¹. The HOMO energy comes out at -8.93 eV.

CARTESIAN COORDINATES (ANGSTROEM)
C -0.65648 -0.71376 0.67580
C 0.45618 0.11957 0.14083
C -0.73045 0.25016 -2.10322
H 0.13189 -0.96951 2.87555
H -1.82829 0.01550 2.77912
H -0.31051 -1.57133 -0.06037
H -1.69102 -0.30715 0.07129
H 1.29333 0.69769 -1.56027
H -0.44932 0.63136 -3.07194
H -2.10569 -0.95672 -1.25721
N -0.84940 -0.92552 2.09274
N 0.36366 0.35668 -1.22994
N -1.80676 -0.36392 -2.09699
S 1.66198 0.69086 1.03642

How is the electron density shared among the atoms? According to Mulliken, the charges in e are: number 1, C, carries -0.47; number 2, C, carries 0.33; number 3, C, carries 0.12; number 4, H, carries 0.31; number 5, H, carries 0.28; number 6, H, carries 0.33; number 7, H, carries 0.11; number 8, H, carries 0.24; number 9, H, carries 0.34; number 10, H, carries 0.29; number 11, N, carries -0.65; number 12, N, carries -0.22; number 13, N, carries -0.67; number 14, S, carries -0.35


Q) C3H7N3S | ωB97M-V/def2-TZVPD

The spin multiplicity is 1. The calculation puts the lowest unoccupied orbital energy at 0.68 eV. The molecular weight is 117.2 g mol⁻¹. The HOMO energy comes out at -8.90 eV.

CARTESIAN COORDINATES (ANGSTROEM)
C -0.00570 -1.22899 0.14154
C 1.29911 -0.86645 -0.27022
C 0.01453 1.13238 -0.11337
H -2.66314 0.04122 1.11582
H -0.02862 -1.25758 1.24324
H -0.50721 -2.24386 -0.21360
H 1.98295 -1.42878 0.27199
H 1.48623 -0.70953 -1.43929
H 2.03622 1.11244 -0.23334
H -1.27181 2.67568 -0.19330
N -0.77090 -0.03049 -0.26564
N 1.27608 0.57931 0.11721
N -0.27976 2.33275 -0.00049
S -2.56799 -0.10811 -0.16054

How is the electron density shared among the atoms? According to Mulliken, the charges in e are: number 1, C, carries -0.31; number 2, C, carries -0.45; number 3, C, carries 0.42; number 4, H, carries 0.12; number 5, H, carries 0.29; number 6, H, carries 0.26; number 7, H, carries 0.31; number 8, H, carries 0.25; number 9, H, carries 0.28; number 10, H, carries 0.25; number 11, N, carries -0.25; number 12, N, carries -0.36; number 13, N, carries -0.66; number 14, S, carries -0.15


R) C3H7N3S | ωB97M-V/def2-TZVPD

The spin multiplicity is 1. The calculation puts the lowest unoccupied orbital energy at 0.09 eV. The molecular weight is 117.2 g mol⁻¹. The HOMO energy comes out at -8.73 eV.

CARTESIAN COORDINATES (ANGSTROEM)
C 2.85902 -0.62388 0.62725
C 0.28912 0.87183 0.05682
C -1.51199 -0.83466 -0.21486
H 3.60870 0.09969 1.13715
H 3.38626 -1.67093 0.38781
H 2.12661 -0.79908 1.46257
H 2.84202 0.31295 -1.30832
H -0.44521 1.56204 0.60979
H 0.53555 -0.94796 -0.84766
H -1.53673 -1.90053 -0.40926
N 2.17707 -0.04881 -0.53039
N 1.49948 1.14424 -0.12526
N -0.20551 -0.41467 -0.33458
S -2.78946 0.13117 0.19277

How is the electron density shared among the atoms? According to Mulliken, the charges in e are: number 1, C, carries -0.65; number 2, C, carries 0.05; number 3, C, carries -0.08; number 4, H, carries 0.30; number 5, H, carries 0.26; number 6, H, carries 0.23; number 7, H, carries 0.27; number 8, H, carries 0.31; number 9, H, carries 0.36; number 10, H, carries 0.31; number 11, N, carries -0.25; number 12, N, carries -0.64; number 13, N, carries -0.16; number 14, S, carries -0.32


Of them, the most stable is Q) and the least stable is P).


P) C3H7N3S | ωB97M-V/def2-TZVPD

The spin multiplicity is 1. The calculation puts the lowest unoccupied orbital energy at -0.20 eV. The molecular weight is 117.2 g mol⁻¹. The HOMO energy comes out at -8.64 eV.

CARTESIAN COORDINATES (ANGSTROEM)
C 0.75099 -1.11090 1.31778
C -0.37215 -0.14901 0.78280
C 0.74862 -0.08866 -1.38000
H 1.84845 -0.71364 1.09692
H 0.87835 -2.12976 0.63402
H 0.67931 -1.54134 2.36435
H -1.91659 1.01338 1.14450
H -0.93705 2.39244 -0.88202
H -1.76240 1.01819 -1.19272
H 0.49694 0.63248 -2.30690
N -1.58362 0.00381 1.36273
N -0.00903 0.49227 -0.39073
N -0.91037 1.27395 -1.04991
S 2.08856 -1.09321 -1.50083

How is the electron density shared among the atoms? According to Mulliken, the charges in e are: number 1, C, carries -1.04; number 2, C, carries 0.72; number 3, C, carries -0.16; number 4, H, carries 0.28; number 5, H, carries 0.24; number 6, H, carries 0.31; number 7, H, carries 0.27; number 8, H, carries 0.24; number 9, H, carries 0.20; number 10, H, carries 0.35; number 11, N, carries -0.67; number 12, N, carries 0.31; number 13, N, carries -0.79; number 14, S, carries -0.25


Q) C3H7N3S | ωB97M-V/def2-TZVPD

The spin multiplicity is 1. The calculation puts the lowest unoccupied orbital energy at 0.43 eV. The molecular weight is 117.2 g mol⁻¹. The HOMO energy comes out at -9.14 eV.

CARTESIAN COORDINATES (ANGSTROEM)
C 2.81016 0.24274 0.18154
C -0.01957 0.21850 -0.04491
C -2.45173 -0.62236 -0.03452
H 2.55656 1.26375 -0.37411
H 2.88364 0.58318 1.27888
H 3.78344 -0.48009 -0.43187
H 1.03824 1.59993 -0.07185
H -0.74482 -1.55190 0.46628
H -2.70252 -1.78657 0.21201
H -4.21111 0.18882 -0.48769
N -0.05730 1.50968 -0.28196
N -1.08567 -0.70428 0.08485
N -3.14071 0.40515 -0.13564
S 1.34140 -0.86654 -0.36101

How is the electron density shared among the atoms? According to Mulliken, the charges in e are: number 1, C, carries -0.87; number 2, C, carries 0.47; number 3, C, carries 0.05; number 4, H, carries 0.33; number 5, H, carries 0.32; number 6, H, carries 0.27; number 7, H, carries 0.21; number 8, H, carries 0.25; number 9, H, carries 0.20; number 10, H, carries 0.27; number 11, N, carries -0.57; number 12, N, carries -0.26; number 13, N, carries -0.55; number 14, S, carries -0.12


Of them, the most stable is Q) and the least stable is P).


P) C3H7N3S | ωB97M-V/def2-TZVPD

The spin multiplicity is 1. The calculation puts the lowest unoccupied orbital energy at 0.53 eV. The molecular weight is 117.2 g mol⁻¹. The HOMO energy comes out at -8.05 eV.

CARTESIAN COORDINATES (ANGSTROEM)
C 0.89512 -0.25454 1.03443
C 0.13557 1.38322 -0.49943
C -0.13487 -0.92536 -1.34108
H 1.79978 -0.08052 1.87412
H -0.23682 -0.50430 1.24685
H 1.37002 -0.83162 0.17664
H 0.87855 1.94169 1.33892
H 0.05830 2.37812 -0.68082
H 0.52033 -1.37255 -2.22837
H -2.74540 -1.45778 0.89949
N 0.87068 1.18827 0.53631
N -0.08287 0.56084 -1.55780
N -1.12691 -1.58191 -0.69003
S -2.20148 -0.44357 -0.10923

How is the electron density shared among the atoms? According to Mulliken, the charges in e are: number 1, C, carries -0.60; number 2, C, carries -0.02; number 3, C, carries -0.16; number 4, H, carries 0.33; number 5, H, carries 0.13; number 6, H, carries 0.34; number 7, H, carries 0.29; number 8, H, carries 0.44; number 9, H, carries 0.32; number 10, H, carries 0.17; number 11, N, carries -0.24; number 12, N, carries -0.53; number 13, N, carries -0.31; number 14, S, carries -0.17


Q) C3H7N3S | ωB97M-V/def2-TZVPD

The spin multiplicity is 1. The calculation puts the lowest unoccupied orbital energy at 0.67 eV. The molecular weight is 117.2 g mol⁻¹. The HOMO energy comes out at -8.27 eV.

CARTESIAN COORDINATES (ANGSTROEM)
C 2.28413 -0.94610 0.82139
C 1.38741 0.21498 1.05316
C -2.36287 0.82905 0.01710
H 3.15075 -0.57756 0.13612
H 1.90648 -1.79340 0.27090
H 2.83165 -1.28068 1.87200
H 1.71026 1.00643 1.76483
H -3.21784 1.09448 0.60349
H -1.99578 -0.61171 -2.76386
H -0.71130 -0.17719 -1.63828
N 0.25549 0.34997 0.34637
N -2.70463 0.23842 -1.10352
N -1.66669 0.03727 -1.99458
S -0.86705 1.61603 0.61490

How is the electron density shared among the atoms? According to Mulliken, the charges in e are: number 1, C, carries -0.91; number 2, C, carries 0.12; number 3, C, carries -0.14; number 4, H, carries 0.23; number 5, H, carries 0.30; number 6, H, carries 0.26; number 7, H, carries 0.32; number 8, H, carries 0.41; number 9, H, carries 0.26; number 10, H, carries 0.28; number 11, N, carries -0.39; number 12, N, carries -0.35; number 13, N, carries -0.34; number 14, S, carries -0.03


Of them, the most stable is Q) and the least stable is P).


P) Cl3OPS | ωB97M-V/def2-TZVPD

The spin multiplicity is 1. The calculation puts the lowest unoccupied orbital energy at -2.50 eV. The molecular weight is 185.4 g mol⁻¹. The HOMO energy comes out at -9.61 eV.

CARTESIAN COORDINATES (ANGSTROEM)
O 0.48854 1.80910 -0.07187
P 0.61740 0.34360 -0.02937
S -1.46395 -1.35669 -0.44787
Cl 0.85428 -0.44871 1.80432
Cl 2.31472 -0.39068 -0.81106
Cl -2.81100 0.04338 -0.44416

How is the electron density shared among the atoms? According to Mulliken, the charges in e are: number 1, O, carries -0.43; number 2, P, carries 0.74; number 3, S, carries 0.01; number 4, Cl, carries -0.12; number 5, Cl, carries -0.14; number 6, Cl, carries -0.05


Q) Cl3OPS | ωB97M-V/def2-TZVPD

The spin multiplicity is 1. The calculation puts the lowest unoccupied orbital energy at -0.99 eV. The molecular weight is 185.4 g mol⁻¹. The HOMO energy comes out at -9.22 eV.

CARTESIAN COORDINATES (ANGSTROEM)
O 1.38986 -0.09099 1.20735
P 2.28881 -0.42044 0.10869
S -3.26107 -0.40816 -0.40803
Cl 2.27127 0.86352 -1.44050
Cl -1.47443 -1.18907 -0.85205
Cl -2.77308 1.42756 0.09748

How is the electron density shared among the atoms? According to Mulliken, the charges in e are: number 1, O, carries -0.33; number 2, P, carries 0.49; number 3, S, carries 0.15; number 4, Cl, carries -0.15; number 5, Cl, carries -0.08; number 6, Cl, carries -0.08


Of them, the most stable is P) and the least stable is Q).